1.
C9H12N2 in the gas phase in a non-equilibrium geometry, computed with wB97M-V/def2-TZVPD.

Element x y z (Å)
C -3.541 -0.854 0.194
C -2.457 -0.199 0.355
C -1.226 0.611 0.388
C -1.505 2.026 0.651
C 0.093 0.137 0.101
C 1.245 0.782 0.570
N 2.303 0.030 0.213
C 3.740 0.324 0.262
N 1.904 -1.086 -0.458
C 0.614 -1.017 -0.606
C -0.176 -2.083 -1.219
H -3.961 -0.966 -0.746
H -4.248 -1.299 0.980
H -2.510 2.433 0.663
H -1.271 2.709 -0.283
H -1.049 2.418 1.533
H 1.355 1.765 0.901
H 4.242 -0.436 0.859
H 3.946 0.346 -0.778
H 3.712 1.374 0.754
H -1.073 -2.516 -0.633
H -0.461 -1.548 -2.105
H 0.324 -2.952 -1.598

Summary:
**Electronic energy**: -459.50869 Eh
**SMILES string**: C=C=C(C)c1cn(C)nc1C
**Strongest force on any atom**: 8.0 eV Å⁻¹
**Energy relative to the best compared isomer or geometry (same formula, charge and spin)**: 112.2 kcal per mole
**HOMO-LUMO gap**: 8.435 eV

---

2.
A molecular structure, C9H12N2O10V2 in a non-equilibrium geometry, computed with wB97M-V/def2-TZVPD.

Element x y z (Å)
O -11.778 -27.759 -15.242
V -10.924 -26.533 -15.685
O -9.490 -27.020 -16.059
O -12.465 -16.826 -22.942
V -13.500 -16.834 -21.694
O -14.790 -16.116 -22.185
O -13.132 -23.668 -18.409
C -14.018 -23.507 -19.565
C -14.041 -22.153 -20.516
O -13.995 -20.863 -19.935
H -14.993 -23.646 -19.097
H -13.870 -24.421 -20.140
H -14.955 -22.230 -21.104
H -13.166 -22.249 -21.159
C -14.585 -21.973 -27.155
N -14.315 -20.539 -26.844
O -14.988 -20.002 -25.989
O -13.292 -20.059 -27.231
H -15.625 -22.046 -27.476
H -14.462 -22.516 -26.218
H -13.861 -22.327 -27.889
C -19.138 -28.081 -13.529
C -18.738 -27.388 -14.646
C -18.224 -26.137 -14.635
C -18.059 -25.481 -13.432
C -18.555 -26.191 -12.266
C -18.950 -27.493 -12.299
N -17.458 -24.172 -13.276
O -16.701 -23.781 -14.173
O -17.709 -23.612 -12.238
H -19.478 -29.101 -13.626
H -18.944 -27.792 -15.626
H -17.979 -25.573 -15.523
H -18.535 -25.727 -11.291
H -19.225 -27.935 -11.353

Summary:
**Electronic energy**: -3099.33692 Eh
**Strongest force on any atom**: 5.6 eV Å⁻¹
**HOMO-LUMO gap**: 1.912 eV

---

3.
A molecular structure, C9H12N2O2 in a non-equilibrium geometry, computed with wB97M-V/def2-TZVPD.

Element x y z (Å)
C -4.559 0.206 0.440
C -2.236 -0.458 0.298
C -1.406 -1.465 0.015
C -0.143 -1.054 -0.402
C 0.358 0.199 -0.115
C 1.798 0.397 -0.702
C 4.376 -0.328 -0.514
C -0.618 1.239 0.156
C -2.022 1.026 0.254
H -5.408 -0.278 1.371
H -4.457 1.683 0.810
H -4.973 0.340 -0.953
H -1.623 -2.492 -0.335
H 0.414 -1.917 -0.565
H 1.729 1.555 -0.846
H 1.890 -0.284 -1.685
H 4.140 -0.656 -1.441
H 4.950 0.668 -0.594
H 4.815 -1.113 0.275
H -0.523 2.307 0.076
H -2.844 1.598 0.389
N 2.894 -0.031 0.063
N 2.880 0.008 1.373
O -3.437 -0.936 0.824
O 4.004 -0.214 1.808

Summary:
**Electronic energy**: -609.73223 Eh
**Strongest force on any atom**: 9.5 eV Å⁻¹
**Energy relative to the best compared isomer or geometry (same formula, charge and spin)**: 245.7 kcal per mole
**HOMO-LUMO gap**: 8.482 eV

---

4.
A molecular structure, C9H12N2O2 in a non-equilibrium geometry, computed with wB97M-V/def2-TZVPD.

Element x y z (Å)
C 0.599 -1.095 0.012
C 0.962 0.132 0.392
C -1.127 1.476 0.247
C -2.463 -0.654 0.077
C -0.353 -0.816 -1.124
C 0.091 1.026 -0.461
C 0.932 -2.458 0.507
C 1.926 0.634 1.409
C 0.714 2.026 -1.388
N -1.987 0.485 0.719
N -1.703 -1.119 -0.956
O -1.374 2.637 0.483
O -3.522 -1.147 0.388
H 0.009 -0.928 -2.138
H 0.020 -3.043 0.627
H 1.447 -2.403 1.463
H 1.573 -2.978 -0.207
H 1.837 0.064 2.332
H 1.733 1.684 1.620
H 2.952 0.535 1.052
H 0.849 2.969 -0.855
H 0.061 2.220 -2.238
H 1.678 1.673 -1.747
H -2.689 0.860 1.353
H -2.163 -1.782 -1.566

Summary:
**Electronic energy**: -610.12386 Eh
**Strongest force on any atom**: 3.9 eV Å⁻¹
**Energy relative to the best compared isomer or geometry (same formula, charge and spin)**: 0.0 kcal per mole
**HOMO-LUMO gap**: 9.464 eV

---

5.
2 unconnected molecules or ions with the total composition C9H12N2OS2 in a non-equilibrium geometry, computed with wB97M-V/def2-TZVPD.

Element x y z (Å)
C -2.787 -1.748 -0.629
C -1.750 -1.070 -1.317
C -2.445 -2.071 0.603
C -0.667 -0.738 -0.512
C 1.572 0.909 0.801
C -2.861 1.495 0.393
C 2.764 1.161 1.655
C 2.855 0.159 -1.227
C 0.541 -0.238 -0.994
N -3.694 0.814 0.934
N 1.645 0.357 -0.430
O 0.375 0.978 1.350
S -1.861 2.723 -0.012
S -0.897 -1.433 1.052
H -3.618 -2.131 -1.165
H -1.638 -0.917 -2.410
H -2.855 -2.640 1.411
H 2.589 2.098 2.197
H 2.822 0.303 2.238
H 3.664 1.180 1.014
H 3.161 -0.847 -1.467
H 2.594 0.589 -2.252
H 3.744 0.685 -0.925
H 0.802 -0.503 -2.072
H -0.273 1.123 0.621
H -3.779 -0.237 1.144

Summary:
**Electronic energy**: -1331.13736 Eh
**Strongest force on any atom**: 3.8 eV Å⁻¹
**Energy relative to the best compared isomer or geometry (same formula, charge and spin)**: 50.2 kcal per mole
**HOMO-LUMO gap**: 6.514 eV